Below is 11 unconnected molecules or ions with the total composition C34H50F18O32S5 in a non-equilibrium geometry, with properties calculated with ωB97M-V/def2-TZVPD.

ORCA input file:
```
! RIJCOSX wB97M-V def2-TZVPD def2/J DEFGRID3
* xyz 0 1
S 4.2213 3.0840 3.1340
S -3.0288 -2.1532 -5.5072
S -5.6384 0.0890 -1.4891
S -0.1084 -0.1325 -0.1262
S -1.5012 3.4698 -4.3424
F 6.9383 -3.3158 3.7291
F -0.2236 0.0260 4.3339
F 5.4455 -4.3199 4.5420
F 3.0762 6.8637 5.6398
F -2.0767 -0.2412 3.0629
F -1.2531 -3.0350 2.8823
F -0.4095 -4.6091 -6.3950
F 2.1079 8.1180 4.0783
F -1.1985 -4.6982 1.4378
F -0.9520 1.5023 2.9075
F 5.3208 4.8999 -5.1147
F -2.5183 -2.9942 1.2118
F 7.1591 4.2944 -4.1529
F 1.6926 -4.9945 -6.1862
F 0.8933 -3.0436 -5.6171
F 5.1429 -2.1850 4.2295
F 5.2781 4.2593 -3.2080
F 3.5044 6.5516 3.5664
O -1.2934 1.4847 5.9716
O -2.8779 -3.3332 -4.6335
O -2.9352 3.2331 -3.4812
O 1.2162 5.2749 2.9575
O 4.8467 1.5913 3.4296
O 4.9557 3.6402 2.0143
O 6.6170 2.1195 -5.6186
O -0.4270 -1.3643 0.5807
O -3.3009 1.3643 4.9568
O 0.3467 -4.0407 -3.2429
O -2.7297 -2.5712 -7.0807
O 0.7164 5.6235 5.2356
O 4.5832 -2.3079 1.6867
O -4.7479 1.2735 -1.5897
O -4.0831 -5.1436 2.1783
O -5.7424 -0.5444 0.0255
O 5.4561 -4.4648 1.6316
O 0.6197 0.8814 0.5655
O -1.7257 -1.1396 -5.6744
O -3.3381 -4.1626 4.0739
O -4.8541 -1.3079 -2.0522
O 2.7424 2.4709 2.7390
O -6.9702 0.1414 -2.0182
O 0.1237 -6.1750 -4.0469
O -1.3786 0.5078 -0.9127
O 0.5776 -0.4249 -1.6028
O 4.6538 2.0428 -4.3529
O 4.1456 3.8664 4.3944
O -4.2165 -1.3263 -5.2868
O -0.5163 2.4436 -3.8805
O -1.2221 4.9205 -3.5428
O -1.7245 3.5126 -5.8116
C 1.3552 5.9682 4.2261
C -3.2485 -4.4601 2.7942
C -2.9433 3.8479 -2.2417
C -2.1070 1.2395 4.9749
C 5.6193 -3.2610 3.7488
C -5.5394 -2.4095 -1.4189
C 5.8924 4.0475 -4.3274
C -1.7222 -0.1718 -2.1045
C -4.3327 -3.8191 6.2338
C -1.9891 -3.8221 2.1144
C -1.7032 1.7175 7.3215
C -1.5591 -0.5507 -6.9131
C 5.7520 2.6528 -4.8688
C 4.4035 0.6771 -4.5690
C 2.5241 6.8731 4.3922
C -2.3372 -1.3952 -7.8783
C 3.5509 -1.1923 -0.1950
C -0.1064 -4.3584 -1.8830
C -1.7591 3.2872 7.4499
C -5.9497 -1.9580 0.0117
C 3.9056 -2.5043 0.4342
C 0.3009 -4.9187 -4.2214
C -4.5112 -4.3662 4.7557
C 5.1344 -3.4294 2.2807
C -1.3130 0.6183 3.8216
C 0.2440 3.9477 1.2780
C -1.9987 5.0088 -2.3143
C 3.2382 0.3663 -3.6631
C 0.1487 4.5016 2.7211
C 1.0848 -4.1183 -0.9253
C 2.6163 1.1770 3.3448
C -0.3577 -0.6385 -2.6029
C 0.6616 -4.3564 -5.6136
C 4.0512 0.5444 3.1699
H 4.2764 0.5549 -5.6447
H -5.2298 -4.1455 6.7600
H 0.8565 -4.4441 0.0895
H -2.6425 3.2296 -1.3960
H -0.4885 -0.5781 -7.1160
H 3.0097 -1.4918 -1.0925
H -0.2698 -1.7204 -2.7029
H 2.8779 -2.8305 0.5941
H -2.5352 3.7491 6.8397
H 3.4912 0.4400 -2.6054
H 0.3773 3.6696 3.3871
H -1.7855 -1.7906 -8.7312
H 2.4624 1.0625 -3.9815
H -0.8212 4.9244 2.9832
H -2.3629 -1.0286 -1.8959
H 1.2675 -3.0473 -0.8383
H -5.2450 -3.7568 4.2281
H -1.3150 5.2000 -1.4873
H 0.4783 4.7715 0.6037
H 1.9445 -4.6572 -1.3236
H -0.7529 3.6621 7.2622
H -6.9967 -2.2269 0.1518
H -6.3443 -2.8353 -2.0180
H 1.0747 3.2546 1.1453
H -2.0713 3.4318 8.4841
H -3.9631 4.1023 -1.9528
H 1.9656 0.5802 2.7057
H 4.4315 -0.6712 -0.5706
H -2.4780 5.9636 -2.5305
H -3.4304 -4.2615 6.6561
H -2.6443 1.2007 7.5095
H 2.3067 1.3096 4.3815
H -0.9664 1.4778 8.0881
H 2.8813 -0.6636 0.4834
H -3.1997 -0.8977 -8.3218
H 4.1649 -0.2374 3.9209
H -0.6701 3.4464 0.9600
H -4.9990 -5.3409 4.7669
H 5.3454 0.2645 -4.2076
H -4.6216 -2.9767 -1.5741
H -5.4676 -2.4024 0.8825
H -1.8011 0.5118 -6.8900
H 4.4370 -3.0798 -0.3238
H -0.1186 -0.1663 -3.5558
H -0.9296 -3.6737 -1.6789
H 4.2689 0.0409 2.2280
H -2.1647 0.5282 -2.8133
H -0.5012 -5.3736 -1.8427
H -4.3064 -2.7309 6.2898
H 2.8089 -0.6143 -3.8686
*
```

**Frontier orbital gap**: 0.404 Ha
**Calculated total energy**: -204669.7445 eV
**HOMO level**: -10.93 eV
**LUMO energy**: 0.1 eV
**ΔE to the lowest compared entry with this formula, charge and spin**: 22.5 kcal/mol